[1]
DFT (ωB97M-V with the def2-TZVPD basis set) results for 10 unconnected molecules or ions with the total composition C32H90N6O14 at a distorted geometry.

Element x y z (Å)
C1 10.871 -1.914 -23.846
O1 11.325 -1.163 -24.909
C2 12.641 -1.622 -25.350
C3 13.132 -0.792 -26.467
C4 12.597 -1.121 -27.842
N1 14.675 -0.844 -26.484
H1 10.010 -1.452 -23.391
H2 11.690 -1.995 -23.084
H3 10.741 -2.980 -24.114
H4 13.262 -1.365 -24.459
H5 12.697 -2.722 -25.400
H6 13.018 0.254 -26.163
H7 11.501 -1.236 -27.922
H8 12.992 -2.054 -28.269
H9 12.780 -0.357 -28.611
H10 15.045 -1.213 -27.351
H11 15.021 -1.446 -25.726
C5 15.518 -0.596 -22.860
O2 15.688 -1.703 -23.686
C6 16.479 -2.710 -23.150
C7 16.645 -3.761 -24.203
C8 15.290 -4.424 -24.471
N2 17.567 -4.851 -23.706
H12 16.306 0.138 -23.057
H13 15.512 -0.886 -21.801
H14 14.555 -0.140 -23.094
H15 17.485 -2.349 -22.881
H16 15.988 -3.127 -22.261
H17 17.045 -3.302 -25.120
H18 14.957 -5.003 -23.605
H19 15.290 -5.071 -25.359
H20 14.455 -3.749 -24.677
H21 17.404 -5.745 -24.128
H22 18.536 -4.570 -23.829
C9 19.225 -3.934 -14.999
O3 18.409 -3.647 -16.112
C10 17.133 -3.221 -15.750
C11 16.485 -2.359 -16.808
C12 17.420 -1.352 -17.391
N3 15.314 -1.681 -16.145
H23 19.924 -4.713 -15.299
H24 18.669 -4.394 -14.139
H25 19.663 -3.062 -14.482
H26 16.508 -4.114 -15.571
H27 17.107 -2.664 -14.803
H28 16.233 -3.059 -17.614
H29 18.398 -1.809 -17.540
H30 17.565 -0.542 -16.653
H31 17.108 -0.818 -18.290
H32 15.001 -1.047 -16.889
H33 14.562 -2.335 -15.953
C13 15.968 2.431 -19.000
O4 15.588 2.719 -17.698
C14 14.840 1.716 -17.181
C15 13.962 2.266 -16.119
C16 13.436 1.185 -15.204
N4 12.780 2.917 -16.773
H34 15.123 2.324 -19.694
H35 16.546 1.490 -19.041
H36 16.644 3.202 -19.364
H37 14.130 1.289 -17.912
H38 15.416 0.892 -16.762
H39 14.485 3.022 -15.523
H40 14.237 0.438 -15.045
H41 12.585 0.671 -15.637
H42 13.242 1.461 -14.165
H43 13.145 3.408 -17.600
H44 12.485 3.682 -16.159
C17 9.613 -6.542 -12.959
O5 9.885 -5.206 -13.411
C18 10.820 -5.121 -14.366
C19 11.021 -3.654 -14.729
C20 12.127 -3.512 -15.763
N5 11.193 -2.736 -13.638
H45 9.367 -6.475 -11.899
H46 10.480 -7.218 -13.009
H47 8.809 -6.965 -13.571
H48 11.796 -5.605 -14.123
H49 10.587 -5.674 -15.301
H50 10.070 -3.435 -15.229
H51 11.758 -3.019 -16.664
H52 12.520 -4.491 -16.048
H53 12.881 -2.868 -15.324
H54 11.911 -3.056 -12.982
H55 10.357 -2.666 -13.064
C21 5.683 -0.345 -17.019
O6 6.868 -0.936 -16.559
C22 7.570 -0.149 -15.547
C23 8.743 0.624 -16.125
C24 9.706 1.151 -15.072
N6 8.219 1.853 -16.850
H56 5.802 0.436 -17.769
H57 5.051 -0.004 -16.195
H58 5.126 -1.167 -17.484
H59 6.966 0.502 -14.891
H60 7.900 -0.939 -14.842
H61 9.203 -0.039 -16.877
H62 10.384 0.412 -14.569
H63 9.208 1.465 -14.146
H64 10.524 1.805 -15.390
H65 9.057 2.367 -17.107
H66 7.720 1.539 -17.678
O7 9.912 -1.450 -19.166
C25 10.549 -1.253 -20.451
C26 11.802 -0.512 -20.275
O8 12.712 -1.374 -19.564
H67 9.459 -0.642 -18.870
H68 10.815 -2.277 -20.730
H69 9.827 -0.810 -21.140
H70 11.719 0.445 -19.750
H71 12.224 -0.320 -21.268
H72 12.238 -1.630 -18.747
O9 12.927 -3.698 -21.556
C27 13.325 -4.704 -20.670
C28 12.649 -5.916 -21.076
O10 13.007 -6.355 -22.274
H73 12.968 -2.846 -21.072
H74 14.398 -4.786 -20.798
H75 12.988 -4.478 -19.655
H76 11.552 -5.864 -20.931
H77 12.798 -6.746 -20.362
H78 13.333 -5.635 -22.819
O11 9.865 2.101 -23.893
C29 9.826 2.464 -22.503
C30 11.245 2.544 -21.997
O12 11.205 2.827 -20.585
H79 9.277 1.352 -24.008
H80 9.422 3.465 -22.369
H81 9.362 1.647 -21.947
H82 11.771 3.343 -22.551
H83 11.882 1.680 -22.240
H84 11.901 3.471 -20.418
O13 5.658 0.996 -21.885
C31 5.708 -0.223 -21.126
C32 7.138 -0.566 -20.616
O14 7.657 0.410 -19.634
H85 5.276 1.723 -21.387
H86 4.929 -0.339 -20.366
H87 5.513 -1.104 -21.783
H88 7.739 -0.708 -21.527
H89 6.990 -1.534 -20.126
H90 7.292 1.228 -20.021

Properties
HOMO, eV: -8.9546
Electronic energy, hartree: -2654.8190
LUMO energy, eV: 0.40
ΔE to the lowest compared entry with this formula, charge and spin, kJ/mol: 244.7
Kohn-Sham gap, Eh: 0.344


[2]
DFT (ωB97M-V with the def2-TZVPD basis set) results for 10 unconnected molecules or ions with the total composition C32H90N6O14 at a distorted geometry.

Element x y z (Å)
C1 -6.908 -6.720 19.018
O1 -7.304 -7.558 20.045
C2 -7.491 -6.803 21.287
C3 -6.111 -6.276 21.941
C4 -5.070 -7.469 22.242
N1 -6.451 -5.674 23.193
H1 -5.940 -6.268 19.236
H2 -7.680 -5.974 18.829
H3 -6.804 -7.348 18.133
H4 -8.148 -5.950 21.118
H5 -7.959 -7.461 22.019
H6 -5.701 -5.487 21.310
H7 -4.183 -7.084 22.746
H8 -4.795 -7.988 21.324
H9 -5.559 -8.235 22.844
H10 -6.669 -6.382 23.879
H11 -5.547 -5.450 23.583
C5 1.875 -3.024 29.727
O2 1.212 -3.073 28.436
C6 -0.278 -3.162 28.545
C7 -0.856 -2.946 27.197
C8 -2.351 -2.892 27.167
N2 -0.385 -3.874 26.147
H12 2.959 -3.125 29.678
H13 1.604 -3.966 30.203
H14 1.627 -2.179 30.370
H15 -0.577 -4.034 29.126
H16 -0.542 -2.386 29.264
H17 -0.591 -1.922 26.933
H18 -2.740 -3.755 27.708
H19 -2.837 -2.860 26.192
H20 -2.684 -2.051 27.776
H21 0.623 -3.838 26.107
H22 -0.580 -3.431 25.260
C9 -7.196 4.439 22.761
O3 -6.545 3.312 22.169
C10 -5.885 2.510 23.033
C11 -4.979 1.532 22.290
C12 -4.442 0.480 23.229
N3 -3.801 2.125 21.735
H23 -6.470 5.152 23.151
H24 -7.973 4.051 23.420
H25 -7.718 4.969 21.964
H26 -5.226 2.862 23.828
H27 -6.581 1.923 23.632
H28 -5.437 1.004 21.454
H29 -4.254 0.866 24.231
H30 -3.473 0.086 22.923
H31 -5.107 -0.382 23.286
H32 -4.124 2.919 21.201
H33 -3.093 2.454 22.375
C13 -4.209 -1.302 17.426
O4 -5.500 -1.070 17.948
C14 -5.440 -0.600 19.291
C15 -6.728 -0.961 20.040
C16 -7.010 -2.520 20.054
N4 -7.949 -0.262 19.619
H34 -4.234 -1.776 16.445
H35 -3.725 -1.994 18.115
H36 -3.662 -0.362 17.345
H37 -4.650 -1.120 19.832
H38 -5.338 0.481 19.197
H39 -6.581 -0.643 21.072
H40 -7.190 -2.920 19.056
H41 -7.881 -2.745 20.670
H42 -6.193 -3.066 20.524
H43 -7.968 -0.505 18.639
H44 -7.775 0.730 19.543
C17 -3.397 -4.808 18.612
O5 -2.118 -4.799 19.139
C18 -1.618 -3.546 19.540
C19 -0.097 -3.680 19.796
C20 0.627 -4.505 18.738
N5 0.165 -4.356 21.038
H45 -4.174 -4.432 19.278
H46 -3.638 -5.848 18.393
H47 -3.550 -4.169 17.743
H48 -1.728 -2.885 18.680
H49 -2.084 -3.178 20.454
H50 0.293 -2.667 19.900
H51 0.452 -5.570 18.889
H52 1.639 -4.119 18.612
H53 0.147 -4.214 17.804
H54 1.137 -4.362 21.314
H55 -0.102 -5.311 20.849
C21 -1.185 -7.295 21.361
O6 -0.007 -7.592 20.566
C22 1.031 -8.243 21.255
C23 2.313 -8.451 20.386
C24 3.449 -9.249 21.088
N6 2.885 -7.183 19.938
H56 -1.044 -7.082 22.420
H57 -1.970 -8.051 21.358
H58 -1.654 -6.441 20.873
H59 1.242 -7.708 22.181
H60 0.590 -9.208 21.508
H61 1.981 -8.947 19.474
H62 3.561 -8.993 22.141
H63 4.413 -9.070 20.612
H64 3.096 -10.279 21.139
H65 2.177 -6.698 19.405
H66 2.916 -6.683 20.816
O7 -0.784 1.220 22.492
C25 -0.291 0.352 21.464
C26 -1.098 0.533 20.201
O8 -2.487 0.102 20.255
H67 -0.174 1.223 23.233
H68 0.778 0.330 21.254
H69 -0.544 -0.604 21.922
H70 -0.808 -0.076 19.344
H71 -1.164 1.577 19.896
H72 -2.964 0.676 20.859
O9 -1.318 -6.180 25.044
C27 -0.876 -7.080 26.052
C28 -0.934 -8.573 25.580
O10 -0.373 -9.435 26.507
H73 -0.981 -5.323 25.314
H74 0.138 -6.757 26.291
H75 -1.411 -7.109 27.001
H76 -0.385 -8.569 24.638
H77 -2.004 -8.746 25.465
H78 -0.386 -10.337 26.179
O11 -7.218 -2.341 26.147
C29 -7.162 -2.808 24.792
C30 -8.099 -2.101 23.887
O12 -7.843 -0.726 23.810
H79 -7.414 -1.401 26.144
H80 -6.171 -2.583 24.397
H81 -7.215 -3.889 24.918
H82 -9.096 -2.287 24.286
H83 -8.244 -2.605 22.931
H84 -8.462 -0.428 23.139
O13 -3.751 -4.645 24.057
C31 -3.542 -3.688 22.930
C32 -2.520 -2.576 23.232
O14 -1.229 -3.200 23.456
H85 -2.872 -4.945 24.300
H86 -3.152 -4.254 22.084
H87 -4.497 -3.304 22.571
H88 -2.715 -2.103 24.194
H89 -2.372 -1.862 22.422
H90 -0.969 -3.555 22.603

Properties
HOMO, eV: -9.1009
Electronic energy, hartree: -2654.8504
LUMO energy, eV: 0.35
ΔE to the lowest compared entry with this formula, charge and spin, kJ/mol: 162.3
Kohn-Sham gap, Eh: 0.347


[3]
DFT (ωB97M-V with the def2-TZVPD basis set) results for 13 unconnected molecules or ions with the total composition C32H90O20 at a distorted geometry.

Element x y z (Å)
C1 1.269 0.950 0.138
C2 0.011 0.169 -0.097
C3 -0.200 -0.824 0.999
O1 -1.167 0.993 -0.222
H1 1.336 1.785 -0.581
H2 2.114 0.282 -0.042
H3 1.289 1.407 1.134
H4 0.226 -0.371 -0.997
H5 0.652 -1.456 1.196
H6 -1.080 -1.428 0.805
H7 -0.350 -0.295 1.942
H8 -1.744 0.723 0.542
C4 3.144 4.625 -0.126
C5 2.914 5.551 1.070
C6 1.775 5.010 1.923
O2 4.052 5.799 1.810
H9 2.234 4.583 -0.707
H10 3.391 3.618 0.174
H11 4.014 4.960 -0.687
H12 2.659 6.503 0.665
H13 0.799 5.336 1.562
H14 1.942 5.328 2.965
H15 1.689 3.913 1.893
H16 4.235 5.028 2.351
C7 -0.821 -6.450 1.646
C8 -1.756 -5.324 2.024
C9 -2.162 -5.464 3.474
O3 -1.083 -4.075 1.929
H17 -0.043 -6.546 2.396
H18 -0.242 -6.232 0.705
H19 -1.375 -7.393 1.509
H20 -2.688 -5.333 1.422
H21 -3.033 -4.870 3.774
H22 -1.284 -5.171 4.095
H23 -2.396 -6.511 3.678
H24 -1.010 -3.793 1.041
C10 -2.342 4.021 4.638
C11 -2.308 3.251 3.347
C12 -1.053 2.378 3.255
O4 -3.471 2.434 3.272
H25 -1.485 4.670 4.615
H26 -2.330 3.403 5.527
H27 -3.256 4.615 4.736
H28 -2.237 4.005 2.561
H29 -1.067 1.568 4.013
H30 -0.131 2.956 3.561
H31 -0.900 1.867 2.314
H32 -3.401 1.810 2.515
C13 -2.180 -4.735 -2.213
C14 -1.245 -3.539 -2.273
C15 -1.990 -2.253 -2.551
O5 -0.561 -3.431 -1.043
H33 -2.770 -4.657 -1.250
H34 -1.656 -5.704 -2.151
H35 -2.900 -4.750 -3.073
H36 -0.505 -3.634 -3.067
H37 -1.295 -1.433 -2.360
H38 -2.834 -2.172 -1.858
H39 -2.416 -2.257 -3.577
H40 0.219 -2.818 -1.105
C16 -0.645 -1.663 4.612
C17 0.646 -2.334 4.899
C18 1.617 -2.253 3.674
O6 1.316 -1.775 6.047
H41 -0.463 -0.592 4.548
H42 -1.428 -2.000 5.295
H43 -0.980 -1.971 3.629
H44 0.471 -3.381 5.114
H45 1.133 -2.675 2.811
H46 2.555 -2.781 3.781
H47 1.792 -1.184 3.524
H48 0.720 -1.842 6.804
C19 3.104 -3.188 -3.472
C20 2.178 -1.973 -3.541
O7 1.522 -1.779 -2.237
O8 4.396 -2.911 -2.932
H49 3.266 -3.528 -4.486
H50 2.661 -4.028 -2.924
H51 1.366 -2.188 -4.252
H52 2.658 -1.039 -3.874
H53 2.152 -1.319 -1.631
H54 4.377 -2.016 -2.548
C21 -0.061 0.488 -5.068
C22 -0.248 0.760 -3.559
O9 0.635 1.850 -3.276
O10 -0.499 1.592 -5.848
H55 -0.629 -0.402 -5.390
H56 0.973 0.236 -5.299
H57 0.043 -0.133 -3.024
H58 -1.285 1.060 -3.399
H59 0.476 2.152 -2.381
H60 0.065 2.328 -5.556
C23 -2.213 4.032 -0.549
C24 -0.716 3.927 -0.533
O11 -0.152 4.991 -1.203
O12 -2.600 5.106 0.229
H61 -2.537 3.092 -0.120
H62 -2.529 4.149 -1.590
H63 -0.474 2.943 -0.933
H64 -0.396 3.900 0.531
H65 -0.436 5.794 -0.748
H66 -3.532 5.012 0.425
C25 4.378 2.792 -2.961
C26 5.572 2.842 -2.066
O13 6.179 1.613 -2.374
O14 3.489 1.899 -2.413
H67 4.680 2.423 -3.936
H68 3.979 3.813 -3.058
H69 5.267 2.862 -1.012
H70 6.148 3.732 -2.342
H71 6.940 1.543 -1.791
H72 2.713 1.812 -2.977
C27 -4.663 0.640 -3.271
C28 -3.805 0.695 -2.054
O15 -4.517 0.346 -0.888
O16 -5.814 1.478 -3.159
H73 -5.083 -0.346 -3.527
H74 -4.044 0.897 -4.135
H75 -3.364 1.692 -1.981
H76 -3.003 -0.082 -2.168
H77 -5.431 0.661 -1.034
H78 -6.157 1.662 -4.024
C29 -4.166 -2.271 1.431
C30 -3.897 -0.975 2.203
O17 -3.264 0.056 1.399
O18 -5.143 -1.995 0.453
H79 -4.622 -2.964 2.155
H80 -3.257 -2.708 1.003
H81 -3.267 -1.254 3.040
H82 -4.842 -0.670 2.556
H83 -3.876 0.296 0.689
H84 -4.730 -1.463 -0.229
C31 4.911 -0.754 -0.253
C32 4.439 -1.990 0.494
O19 4.914 -3.136 -0.171
O20 4.027 -0.567 -1.390
H85 5.949 -0.857 -0.589
H86 4.776 0.122 0.404
H87 3.341 -2.035 0.590
H88 4.852 -2.019 1.492
H89 4.761 -3.166 -1.122
H90 4.137 0.300 -1.772

Properties
HOMO, eV: -9.8477
Electronic energy, hartree: -2777.9043
LUMO energy, eV: 0.28
ΔE to the lowest compared entry with this formula, charge and spin, kJ/mol: 60.8
Kohn-Sham gap, Eh: 0.372